1.
Computed, not measured: the ion C5H9N6O2S with charge +1, with ωB97M-V/def2-TZVPD.

Properties
* E_tot: -1072.6109 a.u.
* charge: +1
* spin multiplicity: 1
* Kohn-Sham gap: 6.15 eV
* structure (SMILES): C=S(=N)=CNc1nonc1/C(N)=[NH+]/O
* ΔE to the lowest compared entry with this formula, charge and spin: 107.7 kJ/mol

Geometry as XYZ:
```
23
Properties=species:S:1:pos:R:3:lowdin_charge:R:1
C -1.784 1.921 -2.136 -0.184
S -0.395 2.939 -1.674 0.860
N -0.057 3.623 -3.014 -0.367
C 0.115 1.158 -1.939 -0.264
N 0.213 0.206 -0.942 0.003
C 0.437 0.520 0.348 -0.258
N 0.635 1.757 0.770 0.119
O 0.861 1.690 2.082 0.012
N 0.819 0.468 2.540 0.146
C 0.541 -0.336 1.516 -0.112
C 0.388 -1.738 1.755 -0.215
N 0.745 -2.231 2.925 0.264
N -0.053 -2.562 0.781 0.050
O -0.312 -3.878 1.151 0.040
H -2.084 1.926 -3.165 0.042
H -2.417 1.527 -1.364 0.034
H 0.584 4.398 -2.930 -0.016
H 0.370 0.877 -2.946 0.096
H 0.233 -0.768 -1.216 0.141
H 1.112 -1.611 3.632 0.144
H 0.563 -3.203 3.138 0.145
H -0.724 -2.211 0.102 0.171
H 0.211 -4.472 0.584 0.147
```

---

2.
Computed, not measured: a structure of composition C2H10N2O, with ωB97M-V/def2-TZVPD.

Properties
* E_tot: -266.8338 a.u.
* charge: 0
* spin multiplicity: 1
* Kohn-Sham gap: 10.82 eV
* ΔE to the lowest compared entry with this formula, charge and spin: 290.0 kJ/mol

Geometry as XYZ:
```
15
Properties=species:S:1:pos:R:3:lowdin_charge:R:1
C -1.337 0.270 -0.234 -0.199
C -0.634 -0.701 0.737 -0.307
N 0.127 0.074 1.733 -0.006
N -0.030 0.837 -1.142 -0.009
H -1.943 -0.387 -0.857 0.109
H -1.916 1.004 0.344 0.121
H -1.422 -1.272 1.243 0.110
H -0.031 -1.446 0.192 0.111
H 0.951 0.506 1.317 0.058
H 0.555 -0.677 2.276 0.073
H -0.419 1.196 -0.175 0.035
H -0.475 1.318 -1.919 0.051
H 2.782 -0.336 -1.678 0.018
H 1.477 0.069 -0.995 -0.038
O 2.317 -0.455 -0.843 -0.130
```

---

3.
Computed, not measured: a cluster of 4 separate species, C2H13N3O3 in total, with ωB97M-V/def2-TZVPD.

Properties
* E_tot: -473.9528 a.u.
* charge: 0
* spin multiplicity: 1
* Kohn-Sham gap: 9.21 eV
* structure (SMILES): [H]/N=C(\N)NC.O.O.O
* ΔE to the lowest compared entry with this formula, charge and spin: 124.7 kJ/mol

Geometry as XYZ:
```
21
Properties=species:S:1:pos:R:3:lowdin_charge:R:1
H 2.101 0.199 -2.608 0.046
N 1.115 0.361 -2.480 0.126
C 0.542 -0.291 -1.561 -0.580
N 1.106 -1.186 -0.621 0.093
N -0.742 0.097 -1.173 -0.053
C -1.699 0.764 -2.078 -0.101
H 0.561 -1.908 -0.152 0.089
H 1.579 -0.737 0.161 0.045
H -1.227 -0.415 -0.430 0.104
H -1.633 1.818 -1.982 0.047
H -1.170 0.517 -3.048 0.077
H -2.818 0.476 -2.165 0.105
O 2.047 -0.756 2.661 -0.073
H 2.106 0.214 2.660 0.021
H 1.341 -0.937 3.292 0.029
O -2.103 -0.691 2.133 -0.053
H -1.570 -0.469 2.903 0.035
H -3.045 -0.641 2.305 0.037
O 1.311 1.287 1.143 -0.080
H 0.495 0.890 0.785 0.026
H 1.704 1.409 0.253 0.061
```